Entry 1:
Here is a cluster of 3 separate species, C19H26BrF16N3O7PS in total at a distorted geometry from the Open Molecules 2025 dataset. Energies are from ωB97M-V/def2-TZVPD.

```
! wB97M-V def2-TZVPD RIJCOSX def2/J DEFGRID3
* xyz 1 1
N -3.60 -5.65 1.85
C -2.73 -4.84 2.72
C -2.42 -3.37 2.19
C -3.55 -2.84 1.22
N -3.40 -1.43 0.83
C -3.93 -0.32 1.52
P -4.94 -0.14 3.10
O -3.93 0.82 4.08
Br -5.12 -2.09 4.20
C -3.63 0.92 0.86
N -2.88 0.47 -0.24
O -2.41 1.35 -1.14
C -2.72 -0.89 -0.25
C -1.90 -1.65 -1.33
C -0.47 -1.92 -0.65
C 0.66 -0.98 -1.21
S 1.38 0.15 0.04
O 1.95 1.30 -0.66
O 0.39 0.62 1.01
O 2.66 -0.61 0.75
H -4.59 -5.53 2.05
H -3.39 -5.55 0.86
H -1.75 -5.36 2.88
H -3.28 -4.72 3.69
H -2.37 -2.70 3.09
H -1.43 -3.32 1.65
H -4.59 -3.04 1.58
H -3.44 -3.44 0.27
H -3.04 0.42 3.95
H -3.94 1.94 1.17
H -1.97 2.09 -0.66
H -1.72 -1.02 -2.24
H -2.35 -2.64 -1.59
H -0.15 -2.99 -0.81
H -0.60 -1.79 0.46
H 0.38 -0.37 -2.10
H 1.51 -1.65 -1.55
H 3.12 0.08 1.28
C 5.44 -2.27 -0.70
C 6.46 -1.41 0.08
C 7.73 -1.01 -0.67
F 8.45 -2.07 -1.08
F 8.54 -0.28 0.14
F 6.76 -2.04 1.24
F 5.82 -0.26 0.44
O 5.49 -3.68 -0.49
C 6.42 -4.42 -1.24
C 7.51 -5.06 -0.36
F 8.16 -4.13 0.37
F 8.42 -5.68 -1.13
F 6.92 -3.66 -2.22
F 5.71 -5.40 -1.84
H 4.46 -1.98 -0.32
H 5.42 -2.01 -1.76
H 7.49 -0.39 -1.54
H 7.07 -5.79 0.32
C -2.66 5.32 -2.39
C -2.50 6.82 -2.76
C -1.32 7.55 -2.12
F -1.38 7.54 -0.77
F -1.31 8.84 -2.50
F -3.66 7.45 -2.50
F -2.33 6.87 -4.11
O -3.58 5.00 -1.35
C -3.15 5.09 -0.03
C -3.86 6.19 0.76
F -3.73 7.39 0.17
F -3.33 6.29 2.00
F -1.81 5.21 -0.01
F -3.42 3.88 0.54
H -3.08 4.85 -3.28
H -1.69 4.83 -2.24
H -0.37 7.10 -2.42
H -4.93 5.96 0.85
*
```

Summary:
E_HOMO in Ha: -0.4483
F_max in eV Å⁻¹: 4.774
Gap between HOMO and LUMO in eV: 9.00

---

Entry 2:
Here is a cluster of 3 separate species, C19H26Cl2N3O8P in total at a distorted geometry from the Open Molecules 2025 dataset. Energies are from ωB97M-V/def2-TZVPD.

```
! wB97M-V def2-TZVPD RIJCOSX def2/J DEFGRID3
* xyz 0 1
C 5.58 2.79 -0.26
C 4.81 2.35 1.16
O 3.36 2.67 0.94
C 2.53 1.87 1.86
C 1.29 1.06 1.07
C 1.55 -0.52 1.47
P 0.38 -1.79 0.69
O -0.42 -1.31 -0.59
O -0.86 -2.15 1.91
O 1.24 -3.31 0.46
O 1.29 1.36 -0.36
C 2.20 0.54 -1.15
O 3.50 0.30 -0.94
O 1.64 -0.05 -2.42
N 1.38 1.05 -3.19
O 0.21 0.92 -3.59
C -0.21 1.51 1.63
Cl -0.30 1.46 3.52
C -0.81 2.88 0.98
C -1.67 2.60 -0.43
Cl 0.37 4.28 0.76
H 6.43 3.57 -0.07
H 4.76 3.18 -1.01
H 6.01 1.79 -0.74
H 5.27 2.90 2.08
H 4.92 1.17 1.25
H 3.16 1.11 2.52
H 2.10 2.66 2.65
H 2.66 -0.88 1.23
H 1.45 -0.60 2.65
H -0.69 -1.51 2.68
H 1.56 -3.41 -0.48
H -0.98 0.65 1.30
H -1.64 3.27 1.75
H -2.79 2.40 -0.14
H -1.27 1.65 -0.99
H -1.63 3.59 -1.05
N -3.62 1.01 1.19
C -3.26 -0.23 1.58
C -3.98 -1.00 2.48
C -5.14 -0.45 3.02
C -5.53 0.82 2.64
C -4.75 1.51 1.73
H -2.34 -0.61 1.13
H -3.64 -1.99 2.76
H -5.73 -1.02 3.74
H -6.43 1.28 3.05
H -5.02 2.51 1.40
N 0.80 -3.78 -4.55
C 0.42 -2.80 -3.70
C -0.80 -2.78 -3.04
C -1.68 -3.83 -3.26
C -1.32 -4.85 -4.13
C -0.08 -4.78 -4.74
H 1.14 -2.00 -3.57
H -1.05 -1.96 -2.37
H -2.65 -3.85 -2.76
H -1.99 -5.68 -4.32
H 0.25 -5.56 -5.43
*
```

Summary:
E_HOMO in Ha: -0.3436
SMILES string: CCOC[C@](CP(=O)(O)O)(OC(=O)ON=O)[C@@H](Cl)[C@H](C)Cl.c1ccncc1.c1ccncc1
F_max in eV Å⁻¹: 9.011
Gap between HOMO and LUMO in eV: 8.15

---

Entry 3:
Here is a structure of composition C19H26F3FeO9 at a distorted geometry from the Open Molecules 2025 dataset. Energies are from ωB97M-V/def2-TZVPD.

```
! wB97M-V def2-TZVPD RIJCOSX def2/J DEFGRID3
* xyz 0 6
Fe 1.67 -8.45 1.70
C 3.66 -8.45 4.46
O 4.25 -7.26 5.00
O 2.84 -8.00 3.33
C 4.68 -9.71 4.38
F 4.05 -10.94 4.61
F 5.12 -9.78 3.08
F 5.73 -9.58 5.08
C 4.43 -7.24 6.45
C 5.34 -6.06 6.72
H 5.04 -5.08 7.07
H 6.04 -6.27 7.53
H 6.00 -5.88 5.87
H 4.85 -8.15 6.87
H 3.47 -7.11 6.95
H 2.93 -8.72 5.22
C 3.07 -8.29 -2.38
C 2.50 -8.60 -1.17
C 1.00 -9.07 -1.14
O 0.30 -8.98 -0.07
C 0.25 -9.28 -2.26
C 0.87 -9.09 -3.55
C 2.28 -8.46 -3.62
O 2.69 -8.18 -4.76
O 0.37 -9.46 -4.65
O 3.22 -8.39 -0.08
H 4.11 -8.01 -2.42
H -0.75 -9.67 -2.29
C 1.98 -12.52 0.52
C 1.98 -11.82 1.85
O 1.64 -10.62 1.88
C 2.38 -12.57 3.06
H 1.01 -13.00 0.45
H 2.72 -13.31 0.35
H 2.19 -11.71 -0.18
H 1.87 -13.53 3.21
H 1.92 -12.00 3.87
H 3.45 -12.58 3.24
C -2.37 -7.85 3.15
C -0.98 -7.79 3.70
O -0.04 -8.21 3.01
C -0.70 -7.36 5.10
H -2.81 -6.85 3.05
H -2.97 -8.47 3.80
H -2.39 -8.35 2.18
H -1.44 -6.58 5.24
H 0.36 -7.12 5.17
H -0.94 -8.18 5.78
C -0.69 -5.74 0.09
C 0.80 -5.74 0.36
O 1.26 -6.45 1.23
C 1.80 -4.85 -0.42
H -1.01 -6.05 -0.90
H -1.14 -4.76 0.21
H -1.23 -6.42 0.76
H 2.39 -5.55 -1.01
H 2.48 -4.27 0.20
H 1.46 -4.20 -1.23
*
```

Summary:
E_HOMO (spin up / spin down) in Ha: -0.2665 / -0.2612
F_max in eV Å⁻¹: 5.432
Gap between HOMO and LUMO (spin up / spin down) in eV: 7.01 / 4.83
Expectation value of S²: 8.762

---

Entry 4:
Here is a structure of composition C19H26F5N6O13P2TaTe from the Open Molecules 2025 dataset. Energies are from ωB97M-V/def2-TZVPD.

```
! wB97M-V def2-TZVPD RIJCOSX def2/J DEFGRID3
* xyz 0 1
Ta -0.93 2.05 -1.09
N 0.29 3.48 -2.39
C 0.15 3.25 -3.84
C -1.21 2.63 -4.10
O -1.77 2.76 -5.17
N -1.71 1.96 -3.02
C -3.17 1.89 -2.94
C -3.57 2.83 -1.80
O -4.70 2.95 -1.38
O -2.54 3.41 -1.24
H -0.07 4.40 -2.14
H 1.26 3.44 -2.09
H 0.93 2.56 -4.17
H 0.22 4.17 -4.41
H -3.53 0.89 -2.70
H -3.61 2.20 -3.88
N -3.38 1.56 3.82
C -2.45 1.03 2.74
C -2.18 -0.44 3.03
P -0.92 2.02 3.04
O -1.29 3.49 2.66
O -0.64 1.87 4.47
O 0.02 1.38 1.96
P -3.38 1.19 1.16
O -3.94 2.67 1.31
O -4.40 0.15 1.07
O -2.28 1.24 0.07
H -2.84 1.60 4.69
H -4.20 0.96 3.91
H -3.70 2.51 3.56
H -1.71 -0.55 4.01
H -1.49 -0.82 2.27
H -3.10 -1.02 2.96
H -1.10 3.73 1.72
H -4.34 3.01 0.47
N 0.97 -0.90 1.31
C 1.58 -1.89 1.36
N 2.22 -3.03 1.39
C 2.84 -3.44 2.66
C 4.29 -2.98 2.69
O 4.99 -3.46 1.56
C 4.43 -2.95 0.36
C 3.00 -3.41 0.19
H 2.79 -4.53 2.71
H 2.27 -3.02 3.49
H 4.80 -3.37 3.57
H 4.32 -1.88 2.72
H 5.05 -3.33 -0.46
H 4.47 -1.85 0.36
H 2.95 -4.50 0.10
H 2.53 -2.97 -0.69
O 0.86 0.60 -3.03
C 0.32 -0.30 -2.41
N -0.64 -0.08 -1.46
C -1.02 -1.30 -0.88
O -1.81 -1.48 0.01
C -0.23 -2.37 -1.57
C -0.21 -3.74 -1.38
C 0.64 -4.48 -2.19
C 1.43 -3.87 -3.17
C 1.41 -2.49 -3.35
C 0.57 -1.77 -2.53
H -0.83 -4.20 -0.63
H 0.68 -5.56 -2.08
H 2.07 -4.48 -3.79
H 2.02 -2.00 -4.09
F 3.02 0.39 0.50
Te 1.83 1.69 1.16
F -0.58 3.54 0.15
F 3.25 2.75 0.55
F 2.55 1.18 2.78
F 1.47 3.35 1.97
O 1.00 1.72 -0.46
*
```

Summary:
E_HOMO in Ha: -0.3421
Energy above the lowest of the compared OMol25 structures with the same formula, charge and spin in kcal/mol: 41.36
F_max in eV Å⁻¹: 0.544
Gap between HOMO and LUMO in eV: 7.73